(1)
A cluster of 2 separate species, C3H7FNO in total at a distorted geometry, computed with ωB97M-V with the def2-TZVPD basis set.

Largest force on an atom in eV/Å: 4.11
Frontier orbital gap (alpha / beta) in eV: 9.0 / 9.0
Calculated total energy in eV: -9467.0142
Energy above the lowest of the compared OMol25 structures with the same formula, charge and spin in kJ/mol: 511.4
Net charge: +1

```
13
Properties=species:S:1:pos:R:3:mulliken_charge:R:1
C 1.27349 0.44876 0.72627 0.06
C -1.29173 1.32070 -0.27572 -0.24
C 0.30217 -1.38123 -0.65907 -0.80
N 0.08095 -0.39797 0.32785 0.14
O 1.81790 0.98241 -0.16487 -0.32
F -0.52321 -0.95565 1.48026 -0.19
H 1.22468 0.66904 1.80235 0.42
H -1.01974 0.99589 -1.29496 0.31
H -2.14911 0.94798 0.30397 0.28
H -0.85918 2.18894 0.19643 0.31
H 0.63927 -0.81560 -1.57459 0.37
H 1.14319 -2.09535 -0.24714 0.31
H -0.63868 -1.90791 -0.62078 0.36
```

(2)
A cluster of 2 separate species, C3H7FOS in total at a distorted geometry, computed with ωB97M-V with the def2-TZVPD basis set.

Largest force on an atom in eV/Å: 3.55
Frontier orbital gap in eV: 9.4
SMILES: C=CC.OSF
Calculated total energy in eV: -18822.1707
Energy above the lowest of the compared OMol25 structures with the same formula, charge and spin in kJ/mol: 253.9

```
13
Properties=species:S:1:pos:R:3:mulliken_charge:R:1
C -1.73119 -0.84400 0.26013 -0.69
C -0.51500 -1.16698 -0.06224 0.10
C 0.47287 -1.34309 1.10435 -0.94
H -1.93759 -0.37610 1.17304 0.25
H -2.59796 -0.88578 -0.45894 0.21
H -0.20463 -1.55650 -1.03970 0.28
H 0.44983 -2.33496 1.52931 0.31
H 0.06780 -0.69799 1.92975 0.26
H 1.55891 -1.03978 0.91113 0.23
O 1.56468 1.84919 -1.74306 -0.38
S 0.89197 2.35131 -0.40369 0.37
F -0.20827 3.57709 -1.11114 -0.34
H 2.18858 2.46759 -2.08893 0.35
```

> energy above the lowest of the compared OMol25 structures with the same formula, charge and spin of number 1 (C3H7FNO)?

511.4 kJ/mol